Computed, not measured: a 7-piece molecular cluster, C24H68N6O7 overall, with the ωB97M-V functional and the def2-TZVPD basis.

Structure (XYZ):
```
105
C24H68N6O7 the ωB97M-V functional and the def2-TZVPD basis
C -0.895 2.699 -2.373
O -0.469 1.711 -1.476
C -0.791 0.368 -1.970
C -0.409 -0.604 -0.834
C -1.122 -0.378 0.565
N 0.990 -0.497 -0.548
H -1.953 2.608 -2.618
H -0.268 2.719 -3.265
H -0.649 3.623 -1.850
H -1.808 0.256 -2.346
H -0.072 0.072 -2.733
H -0.608 -1.600 -1.230
H -1.194 -1.230 1.241
H -2.139 -0.086 0.302
H -0.653 0.417 1.145
H 1.450 -0.706 -1.422
H 1.236 0.481 -0.486
C 3.082 5.439 1.631
O 3.652 6.565 0.961
C 4.615 6.267 -0.059
C 5.340 7.593 -0.413
C 4.477 8.577 -1.305
N 6.613 7.509 -1.091
H 2.850 4.676 0.888
H 2.197 5.727 2.198
H 3.716 5.029 2.417
H 5.360 5.580 0.341
H 4.105 5.895 -0.948
H 5.579 8.187 0.468
H 3.451 8.651 -0.943
H 4.457 8.133 -2.300
H 5.063 9.494 -1.361
H 6.798 6.549 -1.346
H 7.369 7.534 -0.422
C -5.062 3.739 1.630
O -5.933 4.454 0.818
C -6.296 3.780 -0.349
C -6.836 4.825 -1.396
C -8.211 5.362 -1.036
N -6.998 4.287 -2.769
H -5.675 2.885 1.917
H -4.838 4.210 2.587
H -4.188 3.405 1.070
H -5.456 3.294 -0.845
H -6.917 2.909 -0.136
H -6.133 5.657 -1.435
H -8.857 4.537 -0.738
H -8.720 5.824 -1.882
H -8.231 6.241 -0.391
H -7.014 4.856 -3.603
H -7.709 3.581 -2.897
C 4.593 -2.355 -3.588
O 3.955 -1.109 -3.754
C 4.718 -0.128 -4.441
C 5.890 0.423 -3.596
C 5.481 1.014 -2.250
N 6.618 1.492 -4.269
H 4.891 -2.759 -4.556
H 3.824 -3.045 -3.240
H 5.427 -2.261 -2.892
H 5.098 -0.450 -5.411
H 3.998 0.628 -4.752
H 6.609 -0.378 -3.424
H 6.253 1.663 -1.837
H 5.468 0.204 -1.521
H 4.506 1.499 -2.201
H 7.146 1.200 -5.079
H 6.086 2.273 -4.627
C -4.246 -6.887 -0.483
O -3.675 -5.735 -1.152
C -3.092 -5.970 -2.422
C -1.933 -6.982 -2.409
C -0.848 -6.823 -1.342
N -1.219 -6.922 -3.633
H -3.663 -7.802 -0.382
H -5.184 -7.179 -0.955
H -4.550 -6.607 0.526
H -3.907 -6.252 -3.089
H -2.705 -5.001 -2.738
H -2.403 -7.963 -2.331
H -0.091 -6.058 -1.516
H -0.236 -7.719 -1.245
H -1.260 -6.544 -0.372
H -1.831 -6.934 -4.436
H -0.845 -5.988 -3.715
C 0.520 -2.011 7.099
O -0.024 -3.192 6.489
C -0.642 -4.094 7.384
C -0.876 -5.509 6.728
C -1.754 -5.389 5.455
N -1.433 -6.470 7.609
H -0.135 -1.599 7.866
H 0.859 -1.325 6.323
H 1.392 -2.243 7.709
H -0.010 -4.248 8.259
H -1.592 -3.690 7.733
H 0.085 -5.909 6.407
H -1.731 -6.301 4.857
H -1.497 -4.536 4.827
H -2.753 -5.230 5.860
H -0.767 -6.556 8.364
H -2.301 -6.149 8.013
O 2.782 -3.998 2.259
H 2.500 -3.426 1.545
H 2.205 -3.774 2.988
```

Properties
Kohn-Sham gap ... 9.18 eV
Maximum force ... 0.052 hartree/bohr
Structure (SMILES) ... COC[C@H](C)N.COC[C@H](C)N.COC[C@H](C)N.COC[C@H](C)N.COC[C@H](C)N.COC[C@H](C)N.O